Record 1
The following is a quantum chemistry calculation of a 8-piece molecular cluster, C39H52N8O14 overall in a non-equilibrium geometry, from the OMol25 dataset.

As for the HOMO-LUMO gap: 3.93 eV. The energy relative to the best compared isomer or geometry (same formula, charge and spin) is 245.29 kJ/mol. The calculated total energy is -3007.27327 a.u.

Atoms and positions in Å:
C 2.7683 -3.3947 -1.7186
C 3.9813 -4.0987 -0.9486
C 4.7923 -3.1577 -0.1696
C 4.0563 -2.5617 1.1214
C 3.7233 -3.8567 2.0594
C 2.9453 -4.8607 1.3944
N 3.3053 -5.1327 -0.0756
O 2.9573 -6.1427 -0.6556
C 1.3283 -4.5687 1.3754
C 3.1783 -6.1077 2.2534
C 4.8923 -4.8137 -2.0486
H 3.1263 -2.8487 -2.4766
H 2.4723 -2.5627 -1.2656
H 1.8993 -3.8137 -1.8906
H 4.9533 -2.3457 -0.7546
H 5.8193 -3.5527 0.1534
H 2.9863 -2.0337 0.9054
H 4.3763 -1.5227 1.5104
H 3.4403 -3.6507 3.0084
H 4.6593 -4.3557 2.1514
H 1.0193 -3.7447 0.8524
H 0.9933 -4.3627 2.4264
H 0.7773 -5.3087 1.0194
H 3.3453 -5.9427 3.3714
H 4.1013 -6.6717 1.8804
H 2.5043 -6.8847 1.9934
H 4.3793 -5.6397 -2.5736
H 5.6823 -5.1147 -1.3666
H 5.3653 -3.9687 -2.6946
N 0.8423 0.1033 0.1634
O 1.9893 0.4003 -0.2176
O 0.2623 -0.7777 -0.5056
O 0.3413 0.7443 1.1244
C -2.4137 0.0873 -4.2996
C -1.9117 -0.3417 -3.1056
C -2.7987 -1.3557 -2.2306
C -4.3037 -1.3497 -2.4676
C -4.7527 -0.8217 -3.9646
C -3.7287 -0.0037 -4.7676
N -5.3177 -2.0417 -1.6486
O -4.9087 -2.4017 -0.4846
O -6.3377 -2.4087 -2.0686
H -1.7197 0.4313 -5.2216
H -0.7997 -0.2577 -2.7496
H -2.4867 -1.8307 -1.2906
H -5.7577 -0.9837 -4.2836
H -4.1457 0.3923 -5.6836
C -3.0597 2.6233 -0.7036
C -4.5367 2.8083 -1.3226
C -5.7587 2.3223 -0.6486
C -5.5427 1.6303 0.7704
C -4.2177 1.4183 1.3134
C -3.0707 1.9703 0.4674
N -6.7807 1.0643 1.4724
O -6.7987 1.1793 2.6534
O -7.8357 0.9503 0.7974
H -2.1317 3.0783 -1.2526
H -4.8867 3.4183 -2.1936
H -6.7657 2.3243 -1.3806
H -3.9857 1.0243 2.2394
H -2.1287 1.6833 1.0054
C 3.3393 -0.3997 -4.9686
C 3.0973 0.1653 -3.6286
C 2.1013 1.3533 -3.3456
C 1.4323 2.0043 -4.6696
C 1.7423 1.2973 -5.9756
C 2.7663 0.1613 -6.0996
N 0.5773 3.1733 -4.4386
O 0.2993 3.9893 -5.3166
O -0.2297 2.9863 -3.4646
H 3.7903 -1.1517 -5.0956
H 3.4713 -0.2777 -2.6956
H 1.9293 1.6673 -2.3646
H 1.2203 1.7323 -6.9136
H 2.7193 -0.4267 -7.1616
C 0.9743 5.6993 -0.8926
C 1.2293 4.2823 -0.3896
C 2.3393 4.0643 0.6184
C 3.4453 5.1483 0.7564
C 3.1033 6.5753 0.1534
C 1.7823 6.7723 -0.5516
N 4.6613 4.9923 1.6214
O 5.4693 5.9203 1.7354
O 4.6803 4.0103 2.2774
H 0.2183 5.7683 -1.7966
H 0.4813 3.7313 -0.7346
H 2.2813 3.0463 1.0144
H 3.8363 7.3233 0.4284
H 1.3643 7.6303 -0.8036
C -2.3327 -1.3877 4.3924
O -2.8807 -1.2707 5.5074
N -2.9717 -1.3927 3.2184
C -2.2167 -1.5677 1.9904
C -4.4087 -1.5457 3.0864
H -1.3487 -1.3367 4.4514
H -1.3177 -1.0597 1.8114
H -2.6547 -1.2467 1.1484
H -2.0287 -2.5637 1.6984
H -4.7247 -0.5927 3.7084
H -4.9687 -2.4537 3.5214
H -4.8337 -1.2737 1.9194
C -0.1947 4.1233 5.3124
O -0.7377 5.0133 5.9774
N -0.8847 2.9273 4.9974
C -0.2357 2.0893 3.9394
C -2.2587 2.6873 5.3794
H 0.7893 4.0143 4.9444
H 0.7163 2.0413 3.7754
H -0.8727 2.1943 2.9354
H -0.4387 1.0253 4.1784
H -2.4947 3.4233 6.1504
H -2.4397 1.7213 5.7214
H -2.7657 3.1313 4.5874

Atoms 1-6, force components in eV/Å:
C 4.3 -1.0 2.7
C -1.7 -0.8 -2.7
C 0.3 0.2 4.5
C -3.4 0.7 0.0
C 4.0 3.9 -4.0
C -4.3 -1.9 0.2

Record 2
The following is a quantum chemistry calculation of C18H36BBr12I2NO3 as an isolated structure, from the OMol25 dataset.

As for the HOMO-LUMO gap: 8.88 eV. The energy relative to the best compared isomer or geometry (same formula, charge and spin) is 26.32 kJ/mol. The calculated total energy is -32496.41204 a.u.

Atoms and positions in Å:
C 3.8503 0.5424 -1.2216
C 3.2775 0.9536 -2.5482
I 4.1910 -0.0196 -4.1859
C 2.2652 1.8210 -2.6923
I 1.4441 2.3145 -4.5687
C 1.6069 2.4895 -1.5227
O 0.3268 1.9302 -1.2893
C -0.7454 2.8051 -1.6038
C -2.0297 1.9873 -1.5962
N -2.2053 1.1890 -0.3836
B -1.9864 1.0025 -2.8620
O -1.7013 -0.3349 -2.6697
O -2.2069 1.4477 -4.1384
H 4.7956 0.0319 -1.3396
H 3.1454 -0.1120 -0.7172
H 4.0355 1.4022 -0.5903
H 2.1918 2.3404 -0.6252
H 1.5532 3.5658 -1.6793
H -0.5729 3.2524 -2.5855
H -0.7952 3.6391 -0.8958
H -2.8637 2.6819 -1.6591
H -2.5754 1.7472 0.3710
H -1.3480 0.7376 -0.1009
H -2.5066 -0.8031 -2.4348
H -1.8017 2.3040 -4.2943
Br 0.4510 -1.7628 4.4252
C 1.5005 -0.4557 3.4370
C 0.7157 0.1430 2.3022
Br 0.5583 -1.0856 0.8042
H 2.4002 -0.9625 3.1047
H 1.7644 0.3079 4.1663
H 1.2280 1.0181 1.9067
H -0.2953 0.4145 2.5894
Br 3.9567 -2.2313 7.2713
C 2.9716 -1.3425 8.6967
C 1.7786 -0.5964 8.1647
Br 2.2839 1.0633 7.2796
H 3.6760 -0.6972 9.2101
H 2.6523 -2.1384 9.3668
H 1.1224 -0.2990 8.9791
H 1.2153 -1.1741 7.4376
Br -1.0074 5.3810 -5.4419
C -2.4232 4.3689 -6.3201
C -1.8983 3.1142 -6.9708
Br -0.9383 3.4848 -8.6223
H -2.9019 5.0450 -7.0200
H -3.1250 4.1073 -5.5310
H -2.7207 2.4615 -7.2530
H -1.2113 2.5651 -6.3341
Br 1.9637 -5.5802 10.0715
C 1.9650 -5.9420 8.1590
C 1.2794 -4.8480 7.3898
Br -0.6593 -4.9399 7.5558
H 1.4948 -6.9097 8.0211
H 3.0134 -6.0019 7.8769
H 1.4817 -4.9431 6.3255
H 1.5765 -3.8602 7.7233
Br -3.0631 -0.2151 3.6692
C -4.5315 -1.1805 2.8307
C -4.0440 -2.3735 2.0547
Br -3.2254 -1.8305 0.3784
H -5.0606 -0.4669 2.2085
H -5.1735 -1.4941 3.6508
H -4.8801 -3.0150 1.7849
H -3.3035 -2.9536 2.5955
Br -0.5453 -0.3203 -6.5949
C 0.5244 -0.2270 -8.2170
C -0.3226 -0.3337 -9.4560
Br -0.9134 -2.1602 -9.7735
H 1.2682 -1.0137 -8.1480
H 1.0176 0.7427 -8.1828
H 0.2547 -0.0587 -10.3356
H -1.2154 0.2800 -9.4026

Atoms 1-6, force components in eV/Å:
C 0.0 0.1 0.0
C -0.4 0.3 -0.5
I -0.2 0.1 0.2
C 0.7 -0.5 -0.3
I 0.2 0.0 0.4
C -0.2 -0.1 0.0

Record 3
The following is a quantum chemistry calculation of C10H7ClN4S in the gas phase in a non-equilibrium geometry, from the OMol25 dataset.

As for the HOMO-LUMO gap: 8.97 eV. The calculated total energy is -1462.64999 a.u. The structure (SMILES) is N#C/N=c1\sccn1Cc1ccc(Cl)nc1.

Atoms and positions in Å:
N 0.1614 -2.4470 4.3183
C 0.3004 -2.1447 3.2344
N 0.5034 -1.6378 1.9952
C 1.5624 -0.9345 1.8055
S 2.7985 -0.4166 2.9764
C 3.5130 0.6034 1.7582
C 2.8711 0.5197 0.5508
N 1.8060 -0.3639 0.5592
C 0.8692 -0.4879 -0.5511
C -0.0691 0.7177 -0.5191
C -1.1642 0.7580 0.3278
C -1.9586 1.9162 0.3156
C -1.6558 2.9588 -0.5835
Cl -2.8158 4.3178 -0.7134
N -0.6101 2.8671 -1.4251
C 0.1353 1.7641 -1.4144
H 4.3431 1.2799 1.9213
H 3.1610 1.1780 -0.2590
H 0.2789 -1.4093 -0.4759
H 1.3739 -0.5676 -1.5116
H -1.3992 -0.0656 0.9810
H -2.8364 2.0118 0.9517
H 1.0026 1.7533 -2.0714

Atoms 1-6, force components in eV/Å:
N -0.5 -1.1 2.5
C 0.9 1.7 -3.1
N -0.6 -1.0 0.8
C 0.5 1.0 -0.7
S -0.4 -0.1 -0.8
C -0.5 0.2 -1.6